1.
{"formula": "C5H10O", "method": "ωB97M-V/def2-TZVPD", "smiles": "CC[C@H](C)C=O", "de_lowest_kj_mol": 203.6, "spin_multiplicity": 1, "homo_lumo_gap_ev": 10.4, "species": ["C", "C", "C", "O", "C", "C", "H", "H", "H", "H", "H", "H", "H", "H", "H", "H"], "xyz": [[2.090, 0.050, -0.118], [0.674, 0.612, -0.608], [-0.193, -1.103, 0.383], [-0.024, -1.023, 1.583], [-0.915, -0.085, -0.362], [-2.143, 0.371, 0.495], [2.857, 0.789, -0.409], [2.184, -0.089, 0.965], [2.414, -0.895, -0.582], [0.754, 0.620, -1.694], [0.626, 1.622, -0.215], [0.303, -1.840, -0.268], [-1.262, -0.353, -1.369], [-1.881, 1.070, 1.285], [-3.008, 0.757, -0.065], [-2.518, -0.525, 1.024]]}

---

2.
{"formula": "C5H10O", "method": "ωB97M-V/def2-TZVPD", "smiles": "CC(=O)C(C)C", "de_lowest_kj_mol": 236.0, "spin_multiplicity": 1, "homo_lumo_gap_ev": 10.3, "species": ["C", "C", "C", "C", "O", "C", "H", "H", "H", "H", "H", "H", "H", "H", "H", "H"], "xyz": [[-1.267, 0.127, -0.972], [-0.445, -0.362, 0.223], [-1.023, 0.095, 1.559], [0.993, 0.040, 0.102], [1.585, 0.611, 1.045], [1.953, -0.225, -0.962], [-0.851, -0.232, -1.918], [-1.290, 1.223, -1.004], [-2.299, -0.230, -0.888], [-0.434, -1.465, 0.192], [-1.033, 1.188, 1.622], [-0.429, -0.277, 2.398], [-2.049, -0.268, 1.668], [1.766, -1.054, -1.678], [2.205, 0.684, -1.508], [2.618, 0.145, 0.124]]}

---

3.
{"formula": "C5H10O", "method": "ωB97M-V/def2-TZVPD", "smiles": "C=C/C=C/C.O", "de_lowest_kj_mol": 201.6, "spin_multiplicity": 1, "homo_lumo_gap_ev": 9.9, "species": ["C", "C", "C", "C", "C", "H", "H", "H", "H", "H", "H", "H", "H", "H", "H", "O"], "xyz": [[-0.365, 0.901, -2.116], [-0.781, 0.091, -0.918], [0.109, -0.462, -0.098], [-0.117, -1.195, 1.161], [-0.540, -2.435, 1.332], [-0.473, 0.315, -3.028], [0.584, 1.397, -1.972], [-0.978, 1.766, -2.214], [-1.848, -0.134, -0.892], [1.123, -0.362, -0.447], [-0.041, -0.546, 2.030], [-0.813, -2.782, 2.337], [-0.988, -3.192, 0.686], [1.791, 2.616, 2.032], [1.976, 2.024, 0.682], [1.360, 2.000, 1.424]]}

---

4.
{"formula": "C5H10O", "method": "ωB97M-V/def2-TZVPD", "smiles": "CC1(C)COC1", "de_lowest_kj_mol": 468.5, "spin_multiplicity": 1, "homo_lumo_gap_ev": 9.8, "species": ["C", "C", "C", "C", "O", "C", "H", "H", "H", "H", "H", "H", "H", "H", "H", "H"], "xyz": [[-0.531, 0.101, -1.203], [0.165, 0.127, 0.321], [0.215, 1.718, -0.133], [1.157, -1.123, 0.436], [0.413, -1.700, 1.511], [-0.694, -0.829, 1.272], [-1.491, 0.642, -1.339], [-0.689, -0.940, -1.200], [0.099, 0.394, -2.070], [-0.388, 2.214, 0.602], [1.263, 1.944, -0.164], [-0.164, 2.167, -1.111], [2.228, -1.076, 0.680], [1.037, -1.748, -0.468], [-1.174, -0.536, 2.215], [-1.444, -1.354, 0.651]]}

---

5.
{"formula": "C5H10O", "method": "ωB97M-V/def2-TZVPD", "smiles": "C[C@@H]1C[C@H](C)O1", "de_lowest_kj_mol": 103.4, "spin_multiplicity": 1, "homo_lumo_gap_ev": 10.7, "species": ["C", "C", "C", "C", "C", "O", "H", "H", "H", "H", "H", "H", "H", "H", "H", "H"], "xyz": [[-1.888, 0.664, -0.828], [-0.403, 0.877, -0.730], [0.264, 0.867, 0.630], [1.110, -0.334, 0.020], [1.222, -1.611, 0.806], [0.290, -0.443, -1.128], [-2.177, 0.433, -1.857], [-2.190, -0.171, -0.188], [-2.429, 1.562, -0.510], [-0.061, 1.676, -1.387], [0.841, 1.745, 0.913], [-0.397, 0.564, 1.449], [2.108, 0.036, -0.241], [1.832, -1.460, 1.697], [0.235, -1.954, 1.117], [1.686, -2.395, 0.199]]}

---

6.
{"formula": "C5H10O2", "method": "ωB97M-V/def2-TZVPD", "de_lowest_kj_mol": 467.5, "spin_multiplicity": 1, "homo_lumo_gap_ev": 10.0, "species": ["C", "C", "O", "C", "C", "C", "O", "H", "H", "H", "H", "H", "H", "H", "H", "H", "H"], "xyz": [[-1.186, 0.542, -0.168], [-0.705, -0.850, -0.602], [-0.383, -0.887, -1.979], [0.483, -1.261, 0.307], [1.002, -0.003, 1.011], [0.576, 1.211, 0.206], [0.461, 2.402, 0.769], [-1.797, 0.468, 0.743], [-0.614, 1.703, 0.325], [-1.751, 1.015, -0.977], [-1.532, -1.559, -0.502], [0.400, -0.342, -2.131], [0.172, -2.014, 1.038], [1.242, -1.737, -0.322], [2.094, 0.023, 1.105], [0.583, 0.111, 2.017], [0.955, 1.179, -0.839]]}

---

7.
{"formula": "C5H10O2", "method": "ωB97M-V/def2-TZVPD", "smiles": "COC[C@H]1C[C@H]1O", "de_lowest_kj_mol": 259.6, "spin_multiplicity": 1, "homo_lumo_gap_ev": 10.5, "species": ["C", "O", "C", "C", "C", "C", "O", "H", "H", "H", "H", "H", "H", "H", "H", "H", "H"], "xyz": [[-1.781, -1.551, -0.535], [-0.490, -1.725, -0.001], [0.480, -0.851, -0.546], [0.154, 0.614, -0.310], [-0.359, 0.950, 1.071], [0.964, 1.467, 0.643], [2.079, 0.947, 1.299], [-1.998, -0.497, -0.753], [-2.502, -1.884, 0.218], [-1.922, -2.136, -1.456], [1.415, -1.115, -0.043], [0.605, -1.036, -1.625], [-0.281, 1.155, -1.149], [-1.211, 1.611, 1.190], [-0.333, 0.115, 1.765], [1.029, 2.529, 0.397], [2.856, 1.134, 0.760]]}

---

8.
{"formula": "C5H10O2", "method": "ωB97M-V/def2-TZVPD", "smiles": "CCO[C@@H](C)C=O", "de_lowest_kj_mol": 158.4, "spin_multiplicity": 1, "homo_lumo_gap_ev": 10.7, "species": ["C", "C", "O", "C", "C", "C", "O", "H", "H", "H", "H", "H", "H", "H", "H", "H", "H"], "xyz": [[2.487, -0.755, -0.120], [1.061, -0.903, 0.370], [0.407, 0.349, 0.234], [-0.998, 0.246, 0.306], [-1.555, 1.625, 0.624], [-1.518, -0.221, -1.043], [-2.347, -1.084, -1.200], [2.981, 0.064, 0.411], [3.052, -1.676, 0.052], [2.504, -0.532, -1.191], [0.531, -1.675, -0.209], [1.037, -1.211, 1.427], [-1.312, -0.493, 1.059], [-2.647, 1.597, 0.696], [-1.137, 1.969, 1.573], [-1.275, 2.348, -0.150], [-1.053, 0.319, -1.897]]}

---

Question: Number 1 is which compound?
Answer: C5H10O